Record 1
48
Properties=species:S:1:pos:R:3:forces:R:3:lowdin_charge:R:1 method="wB97M-V/def2-TZVPD" e_above_lowest_kcal_mol=0.0 s2=8.805 lumo_energy_ev="-7.04 / -10.39" spin_multiplicity=6 total_charge=+2 homo_energy_ev="-10.10 / -15.08"
C 4.74426 2.52721 -2.49863 -0.4 0.3 0.4 -0.378
C 4.19379 1.75042 -3.63025 -0.1 -0.3 -0.7 -0.102
C 4.36923 3.95971 -2.33898 0.0 0.9 -0.1 -0.099
C 5.55662 1.87392 -1.44535 0.7 -0.3 0.4 -0.101
Cl 0.55153 2.49417 0.22570 3.0 3.4 -1.4 0.280
H 5.08086 4.68667 -2.80842 -0.3 -0.5 0.2 0.094
H 4.29078 4.27667 -1.28514 0.2 -0.3 -0.2 0.069
H 3.38643 4.19960 -2.77599 0.2 -0.2 -0.1 0.067
H 4.84363 1.74424 -4.53787 -0.3 0.0 0.5 0.093
H 3.21915 2.13575 -3.96438 0.2 0.1 0.0 0.067
H 4.02514 0.69639 -3.37357 0.2 0.1 0.0 0.066
H 6.66004 1.93731 -1.61182 -0.6 0.0 0.0 0.094
H 5.33212 0.80307 -1.34150 0.0 0.1 -0.2 0.066
H 5.38426 2.30818 -0.44696 0.0 0.1 -0.3 0.069
C -2.38482 0.23586 0.24885 -1.3 -0.2 -0.1 -0.347
C -2.43076 1.67547 0.07503 -0.1 -0.8 -0.4 -0.162
C -1.92899 1.90940 -1.24254 -0.2 0.4 -1.2 -0.109
H -2.78210 2.42064 0.78283 -0.4 -0.2 -0.4 0.131
C -1.39026 0.72278 -1.77525 0.3 0.8 -1.2 -0.058
C -1.50449 -0.29213 -0.78091 -1.0 -0.8 1.1 -0.245
H -1.25043 -1.34208 -0.80265 -0.1 0.0 -0.6 0.105
H -2.96478 -0.34214 0.94442 0.0 0.1 -0.2 0.073
H -2.03520 2.87497 -1.76694 0.5 -0.7 0.4 0.146
H -0.94659 0.54499 -2.78060 -0.3 0.5 1.0 0.151
C 0.03516 -0.63063 2.27195 -1.0 -0.5 1.0 -0.257
C -1.08156 0.18639 2.73109 -0.2 -0.8 1.2 -0.265
C -0.57723 1.50687 2.98394 -0.6 -1.2 -0.1 -0.135
H -2.11303 -0.12715 2.83001 0.2 0.1 0.2 0.108
C 0.84123 1.40964 2.97773 1.3 0.1 0.5 -0.131
C 1.21391 0.15258 2.47813 1.2 0.3 0.8 -0.093
H 2.23831 -0.21291 2.30785 -0.6 0.4 0.0 0.148
H -0.03190 -1.66162 1.96344 0.3 -0.1 0.3 0.103
H -1.17923 2.38046 3.19105 0.1 -0.1 0.2 0.136
H 1.47569 2.23360 3.30333 0.1 -0.4 -0.5 0.139
Ir -0.51929 0.77076 0.82362 -0.6 0.5 -0.7 1.203
N -4.30075 -2.78863 -0.88934 0.6 -0.9 1.1 0.307
C -3.67946 -3.33505 0.17056 -0.4 0.7 -0.6 -0.302
C -3.61661 -4.74461 0.32462 0.2 -0.8 0.2 0.081
C -2.93202 -5.26208 1.42083 -0.2 0.0 -0.1 0.019
C -2.33339 -4.36786 2.32355 0.0 -0.8 -0.1 0.052
C -2.47351 -2.98835 2.09444 -0.9 1.2 -1.1 -0.048
N -3.13592 -2.46953 1.05167 1.0 -0.6 1.6 0.131
H -4.35146 -1.79213 -0.99768 0.0 0.4 0.1 0.141
H -4.74305 -3.37105 -1.57502 -0.2 -0.2 -0.3 0.148
H -4.09152 -5.36300 -0.44065 0.2 0.0 0.4 0.145
H -2.86442 -6.34188 1.58382 0.0 0.4 -0.1 0.143
H -1.75897 -4.70685 3.19327 -0.3 0.0 -0.4 0.145
H -2.04040 -2.27805 2.80872 -0.2 -0.3 -0.3 0.111


Record 2
65
Properties=species:S:1:pos:R:3:forces:R:3:lowdin_charge:R:1 method="wB97M-V/def2-TZVPD" e_above_lowest_kcal_mol=0.0 s2=6.009 lumo_energy_ev="-1.82 / -1.82" spin_multiplicity=5 total_charge=+1 homo_energy_ev="-10.56 / -11.51"
Cr 1.62392 -0.24146 -0.31443 0.7 -0.4 -1.4 0.976
O 5.02454 -0.14505 -2.27685 -0.7 0.2 -0.5 0.138
C 3.83430 -0.03612 -1.66030 -0.1 0.4 1.8 -0.761
O 3.72149 0.67806 -0.62683 0.3 0.4 0.1 -0.041
O 2.84535 -0.71145 -2.01985 -0.8 -0.9 -0.2 -0.028
H 5.53719 0.62952 -2.01148 0.1 -0.1 0.2 0.125
C -2.78609 -4.83982 -1.80213 0.2 0.2 0.1 -0.018
C -1.66510 -4.85582 -0.76994 -0.8 -0.5 0.4 -0.299
C -0.34373 -5.44232 -1.26123 0.0 0.6 -0.2 -0.056
O 0.56500 -4.33723 -1.15839 0.1 0.3 -0.1 0.098
C -0.04575 -3.26889 -0.62567 -0.2 -1.4 -0.3 -0.532
O 0.49668 -2.24203 -0.40434 0.7 1.2 0.1 0.127
O -1.32580 -3.52721 -0.34709 0.1 0.4 -0.2 0.108
H -3.03095 -5.84623 -2.14191 0.0 -0.1 0.3 0.093
H -2.51923 -4.28036 -2.70072 0.2 0.1 0.1 0.094
H -3.66972 -4.38399 -1.35924 -0.1 0.0 -0.1 0.087
H -2.01946 -5.33630 0.14226 0.0 -0.2 -0.1 0.153
H -0.45568 -5.69619 -2.31382 0.4 -0.3 0.1 0.136
H 0.07353 -6.23594 -0.64861 -0.2 -0.2 -0.2 0.139
C -1.36814 2.37035 -5.61754 0.6 0.4 -0.4 -0.024
C -1.46096 2.44090 -4.10276 0.1 -0.1 -1.2 -0.296
C -2.62748 1.64787 -3.49905 0.4 0.6 -1.1 -0.080
O -2.00684 0.72858 -2.62345 -0.2 -0.2 0.6 0.092
C -0.66898 0.86115 -2.66953 -0.5 0.3 0.2 -0.530
O 0.07159 0.26406 -1.95001 0.1 -0.3 0.0 0.128
O -0.32106 1.74585 -3.58719 0.8 0.4 0.2 0.121
H -0.46453 2.88175 -5.96104 0.1 0.0 0.3 0.092
H -2.16827 2.90234 -6.13380 -0.3 -0.3 0.2 0.094
H -1.26007 1.34577 -5.97419 -0.4 -0.1 0.1 0.097
H -1.42358 3.49696 -3.82850 0.1 -0.2 0.5 0.149
H -3.08840 1.11626 -4.33184 -0.4 -0.2 0.4 0.135
H -3.31320 2.32763 -3.00185 -0.2 -0.4 0.3 0.132
C -2.40521 4.88567 -0.35602 0.3 -0.1 -0.1 0.002
C -1.02930 4.63544 0.23419 0.5 -0.1 0.3 -0.280
C -0.85784 4.24116 1.70599 -0.3 1.6 -0.1 -0.075
O 0.34190 3.47311 1.68076 0.0 -0.3 0.3 0.100
C 0.44748 2.91235 0.47429 -0.8 -0.7 -0.8 -0.512
O 1.09621 1.94531 0.19083 0.4 0.9 0.3 0.110
O -0.38839 3.50473 -0.41067 0.0 -0.4 0.1 0.083
H -2.33074 4.51163 -1.37546 -0.3 0.0 -0.1 0.073
H -2.66014 5.94058 -0.43345 0.2 0.1 0.2 0.090
H -3.21758 4.39038 0.17296 0.1 -0.2 0.0 0.088
H -0.33034 5.45374 0.03477 -0.4 0.2 0.0 0.161
H -1.69530 3.73174 2.18364 0.1 -0.5 -0.3 0.133
H -0.69833 5.15333 2.28283 0.2 -0.2 0.2 0.142
C 4.28350 -2.36801 4.33341 0.2 1.3 0.7 -0.033
C 5.17876 -1.17345 3.92130 0.3 -1.9 0.7 -0.273
O 4.57367 -0.76337 2.71905 0.7 0.7 0.3 0.177
C 3.35342 -1.29949 2.60158 0.0 -0.2 0.3 -0.514
O 2.63142 -1.10432 1.67884 -0.5 0.0 -0.1 0.152
O 3.05745 -2.06735 3.67115 0.0 -0.3 -0.9 0.085
F 6.44812 -1.63436 3.70303 -0.2 0.2 -0.5 0.062
H 4.06883 -2.31441 5.39793 0.2 -0.5 0.0 0.140
H 4.74174 -3.29696 4.00159 -0.2 -0.1 0.0 0.147
H 5.30681 -0.45110 4.72752 -0.5 0.7 -0.6 0.173
C -1.80023 -0.99340 4.05139 -0.6 0.1 -0.2 -0.012
C -2.07341 0.49228 3.81850 0.4 -0.3 0.7 -0.293
O -1.05426 0.80805 2.89788 -0.8 1.1 -0.3 0.151
C -0.71783 -0.28456 2.20435 0.9 0.0 0.3 -0.506
O -0.03727 -0.21218 1.22824 -0.3 -0.4 0.1 0.118
O -1.16249 -1.38499 2.82072 -0.1 0.0 -0.3 0.110
F -1.89549 1.25505 4.92307 0.1 -0.2 0.0 0.084
H -2.73714 -1.53221 4.16482 0.2 -0.3 0.0 0.143
H -1.12222 -1.17932 4.88104 0.0 0.1 0.1 0.149
H -3.07640 0.71432 3.45127 0.1 0.0 -0.3 0.175


Record 3
50
Properties=species:S:1:pos:R:3:forces:R:3:lowdin_charge:R:1 method="wB97M-V/def2-TZVPD" e_above_lowest_kcal_mol=466.0 lumo_energy_ev=0.26 homo_energy_ev=-7.40
C 3.92932 2.55210 -1.40310 6.2 -2.6 -3.1 0.028
C 3.91344 1.23355 -0.80124 -5.1 4.6 0.9 -0.176
C 2.90057 0.88125 -0.02909 -3.9 -1.0 1.3 -0.050
C 1.51309 1.43472 0.26784 -1.3 -0.5 1.2 -0.283
O 1.03158 2.10101 -0.65603 0.0 -0.4 1.7 0.047
N 0.77513 1.08258 1.50526 0.3 3.2 -2.9 -0.086
C 1.26600 0.17351 2.64546 7.3 1.1 -12.4 0.040
H 2.40417 0.47967 2.48574 -2.0 -1.3 1.5 0.141
H 1.13300 -0.72867 2.15339 -0.4 -2.4 0.7 0.066
H 0.89749 0.49140 3.40993 -4.3 2.8 9.1 -0.022
C -0.55699 1.90668 1.69364 0.9 -6.7 -4.2 -0.052
C -1.68544 0.72959 1.46414 8.1 -4.7 0.8 -0.086
C -1.56525 -0.21200 0.07912 -2.8 12.7 2.3 -0.167
C -2.77319 -0.86961 0.06585 -3.5 -7.2 -1.0 -0.310
N -4.04547 -0.23666 0.07448 1.1 -2.6 10.3 -0.226
C -4.54607 0.47783 -0.85039 0.4 3.5 -9.4 -0.282
C -5.12470 -0.55582 -1.95882 -3.6 7.9 -2.6 -0.129
O -6.27270 -1.16494 -1.35953 0.8 2.8 -6.4 -0.086
C -5.69738 -1.77452 -0.40356 -6.5 -2.1 10.7 -0.355
C -5.17812 -0.94490 0.84328 -1.9 4.7 -6.9 -0.029
H -4.85486 -1.60266 1.47649 2.0 -3.4 4.1 0.036
H -6.01374 -0.18241 1.24358 2.1 -1.6 -0.9 0.171
H -6.69817 -2.25964 0.11095 2.0 0.1 -0.5 0.171
H -5.15009 -2.59881 -0.50418 3.1 -3.1 -1.5 0.081
H -5.59141 0.37227 -3.06080 1.2 -2.9 3.1 0.206
H -4.34790 -1.07697 -2.44953 0.4 -1.5 -0.1 0.075
H -3.61292 0.82990 -1.43294 -1.3 0.4 0.4 0.134
H -5.15530 1.42776 -0.67225 0.3 -1.5 0.1 0.146
H -2.82953 -1.76191 0.91678 0.3 2.3 -1.8 0.187
H -2.69208 -1.50295 -0.87479 -0.4 -0.1 0.5 0.132
H -1.59133 0.85438 -0.62692 0.1 -3.4 0.8 0.187
H -0.70867 -0.64117 -0.07694 4.6 -2.7 -0.5 0.046
H -2.52245 1.13865 1.74983 -5.2 1.6 0.6 0.012
H -1.45783 -0.25194 2.31701 -0.6 3.2 -1.8 0.168
H -0.56316 2.11074 2.66748 -0.2 1.7 3.8 0.051
H -0.61734 2.67567 0.95087 0.1 0.5 -0.1 0.097
O 3.01485 -0.46968 0.28815 -8.5 1.2 4.8 0.143
C 4.18257 -0.82081 0.22984 5.0 -0.1 -6.1 -0.157
C 4.85766 -1.98786 0.15873 -7.4 -2.5 6.6 -0.191
C 5.98774 -2.05946 -0.36771 11.8 -7.8 -3.0 -0.147
C 6.72310 -1.24082 -1.08434 -5.0 7.5 -0.5 -0.002
C 5.83578 0.09676 -1.19624 10.3 -4.0 -5.3 0.041
C 4.63317 0.14730 -0.79571 3.9 -3.6 3.1 -0.209
H 6.34597 0.67066 -2.01301 -1.1 0.5 1.1 0.128
H 7.50135 -1.25770 -1.77668 1.5 -0.7 -0.2 0.074
H 6.79591 -3.17671 -0.33458 -3.4 2.7 0.5 0.228
F 4.44245 -3.13170 0.94197 0.2 1.8 -1.3 -0.005
H 3.08956 2.96809 -1.33553 -6.8 3.6 1.5 -0.009
H 4.73782 3.21338 -1.17781 0.6 0.2 0.5 0.100
H 3.94036 2.46084 -2.49811 0.6 -0.3 -0.1 0.122


Record 4
49
Properties=species:S:1:pos:R:3:forces:R:3:lowdin_charge:R:1 method="wB97M-V/def2-TZVPD" s2=2.028 lumo_energy_ev="-4.52 / -4.46" spin_multiplicity=3 total_charge=+1 homo_energy_ev="-11.08 / -11.08"
C -3.10280 -2.76433 -0.73275 -1.4 -1.1 0.4 -0.276
Mo -2.46193 -1.07410 -1.54911 2.1 1.0 3.5 1.290
N -2.43179 1.08888 -1.73003 0.6 0.4 0.1 -0.044
N -4.17011 -0.99837 -2.90350 -0.2 -0.3 -0.8 -0.071
H -1.53263 1.35857 -2.14012 0.0 0.1 0.1 0.079
H -3.77185 -0.31733 -0.48320 1.3 -1.4 -0.9 0.072
H -2.75668 -2.94322 0.28217 0.5 0.1 -0.1 0.019
H -2.39420 -3.22214 -1.53793 -0.2 0.5 0.6 0.063
H -4.06341 -3.29523 -0.79440 0.2 0.3 -0.4 0.030
H -3.82403 -0.64451 -3.79642 -0.4 -0.1 -0.1 0.075
H -4.93133 -0.39617 -2.59582 0.1 0.0 0.0 0.070
H -4.59211 -1.91386 -3.08580 0.1 0.3 0.0 0.085
H -3.14895 1.49806 -2.30208 -0.4 0.3 -0.3 0.065
H -2.45871 1.57944 -0.83488 0.1 -0.1 0.2 0.058
O -0.71268 -1.13911 -0.33798 -3.9 -0.7 -2.9 -0.444
Si 0.53294 -0.31130 0.19109 1.8 0.5 1.0 0.418
C 0.97018 -0.95750 1.88655 -0.3 0.0 -0.9 -0.255
C 1.88156 -0.25268 2.66506 -0.1 -0.4 0.9 -0.100
C 2.07847 -0.62360 3.99808 -0.4 -0.5 -0.1 -0.068
C 1.34709 -1.70182 4.53532 -0.1 0.1 -0.4 -0.073
C 0.44888 -2.42338 3.72660 0.4 0.4 0.0 -0.076
C 0.27369 -2.05661 2.38581 0.3 0.1 1.0 -0.089
C 2.00161 -0.40763 -0.96172 -0.9 -0.4 0.5 -0.243
C 1.84895 -0.00025 -2.28351 1.1 0.0 -0.1 -0.133
C 2.96531 0.06228 -3.11461 0.4 -0.2 0.0 -0.085
C 4.22223 -0.34142 -2.63118 0.0 -0.1 0.3 -0.070
C 4.34556 -0.83222 -1.31505 -0.1 0.1 -0.5 -0.063
C 3.22193 -0.88678 -0.48476 0.5 0.4 -0.7 -0.075
C 0.08528 1.48796 0.44821 0.3 -0.4 -0.8 -0.262
C 0.75299 2.51368 -0.23153 -0.5 0.5 0.4 -0.085
C 0.40161 3.84718 0.02704 0.1 0.0 -0.1 -0.075
C -0.59250 4.14173 0.96679 -0.1 -0.2 0.0 -0.078
C -1.27465 3.10191 1.62303 0.4 0.1 -0.4 -0.076
C -0.93578 1.77497 1.34616 -0.3 0.8 0.2 -0.119
H 2.42730 0.58807 2.24516 -0.1 0.0 0.1 0.111
H 2.78623 -0.07705 4.61121 -0.1 -0.1 0.0 0.103
H 1.47834 -1.98285 5.58619 0.0 0.1 -0.5 0.106
H -0.10939 -3.26099 4.13969 0.2 0.1 0.0 0.101
H -0.40635 -2.61530 1.74908 0.0 0.1 0.1 0.086
H 0.87719 0.27929 -2.67313 -0.1 0.2 0.0 0.080
H 2.87103 0.43288 -4.13401 0.0 -0.1 0.2 0.102
H 5.11340 -0.28110 -3.27923 -0.6 0.0 0.4 0.112
H 5.31711 -1.15899 -0.94287 -0.3 0.0 -0.2 0.108
H 3.30335 -1.28083 0.52209 0.0 0.1 0.0 0.098
H 1.54156 2.27569 -0.94486 -0.1 0.1 0.2 0.096
H 0.92116 4.65181 -0.50748 -0.3 -0.3 0.3 0.110
H -0.83787 5.18475 1.19241 0.1 -0.4 -0.1 0.109
H -2.04819 3.32824 2.34548 0.0 0.0 0.0 0.103
H -1.45701 0.96524 1.85475 0.1 0.1 0.0 0.111